Run one
{
  "formula": "C5H12SSi",
  "method": "ωB97M-V/def2-TZVPD",
  "orbital_gap_ev": 9.355,
  "homo_ev": -8.71,
  "elements": ["C", "C", "C", "C", "C", "Si", "S", "H", "H", "H", "H", "H", "H", "H", "H", "H", "H", "H", "H"],
  "coordinates": [[-2.17967, 0.64662, -1.55515], [-1.67726, -0.33646, 0.12134], [1.18939, -0.29844, -1.32881], [1.05373, -1.57078, 1.38492], [0.54410, 1.44228, 1.04901], [0.23571, -0.31138, 0.24019], [-2.70477, -1.00661, -1.14349], [-2.94652, 1.41990, -1.25171], [-1.33150, 0.80682, -2.20427], [-2.15278, 0.11640, 0.97418], [0.78394, -0.89119, -2.09345], [1.06186, 0.66673, -1.79846], [2.26175, -0.52316, -1.17056], [2.05714, -1.25114, 1.78027], [0.49831, -1.57634, 2.30221], [1.09749, -2.60002, 1.06757], [1.67739, 1.65127, 1.20237], [0.17722, 2.23195, 0.32147], [0.35448, 1.38354, 2.10240]]
}

***

Run two
{
  "formula": "C5H12SSi",
  "method": "ωB97M-V/def2-TZVPD",
  "orbital_gap_ev": [7.445, 7.445],
  "homo_ev": [-8.33, -8.33],
  "elements": ["C", "Si", "C", "C", "C", "S", "H", "H", "H", "H", "H", "H", "H", "H", "C", "H", "H", "H", "H"],
  "coordinates": [[0.53306, -1.07336, -1.01528], [-0.98885, -0.90577, -0.21625], [-1.91509, 0.51131, 0.55462], [-1.77538, -2.53446, 0.06737], [-1.23257, -3.82988, -0.49491], [-3.25066, -2.56372, 0.77074], [0.70867, -2.07168, -1.30498], [1.36255, -0.38497, -1.10889], [-2.61495, 0.05849, 1.37768], [-1.23110, 1.24656, 0.99242], [-2.80757, 0.93589, -0.08543], [-1.22229, -3.78317, -1.60622], [-1.60247, -4.77663, -0.00954], [-0.21072, -4.01622, -0.09366], [2.42649, 3.00673, 0.71501], [2.46494, 2.08030, 1.18719], [2.49901, 3.05681, -0.33808], [3.42657, 3.35732, 1.08526], [1.35748, 3.34981, 1.01159]]
}

***

Run three
{
  "formula": "C5H12SSi",
  "method": "ωB97M-V/def2-TZVPD",
  "orbital_gap_ev": [7.882, 7.516],
  "homo_ev": [-8.14, -8.06],
  "elements": ["C", "C", "C", "C", "C", "Si", "S", "H", "H", "H", "H", "H", "H", "H", "H", "H", "H", "H", "H"],
  "coordinates": [[-3.16563, -2.17362, 1.37617], [-0.66033, -1.04109, -0.45284], [-0.04402, 1.93647, -1.22129], [2.04232, -0.41368, -1.24343], [0.97910, 0.93638, 1.53811], [0.51900, 0.37674, -0.25352], [-2.27041, -1.07854, 0.33256], [-4.16314, -1.78782, 1.52675], [-3.02343, -3.20516, 1.31233], [-0.11933, -1.90777, -0.28935], [-0.06513, 1.88804, -2.27420], [-0.92553, 2.27714, -0.85518], [0.64613, 2.74662, -0.99713], [1.81444, -1.30120, -1.85408], [2.53413, 0.44500, -1.56307], [2.71229, -0.81022, -0.56878], [1.74433, 1.57400, 1.25307], [0.21190, 1.45171, 1.97305], [1.23330, 0.08700, 2.26082]]
}

***

Ranked by calculated energy, most stable first: run one, run two, run three.

***

Run one
{
  "formula": "FH5N3P",
  "method": "ωB97M-V/def2-TZVPD",
  "orbital_gap_ev": [7.877, 8.904],
  "homo_ev": [-8.54, -9.86],
  "elements": ["N", "N", "N", "F", "P", "H", "H", "H", "H", "H"],
  "coordinates": [[-1.58410, -1.56100, -0.44934], [-1.17059, 0.91374, 0.88100], [1.96839, -0.40280, -0.22747], [-0.64923, -1.36798, 1.81893], [-0.69266, -0.63369, 0.37892], [-2.13660, -0.93079, -1.02818], [-0.51395, 0.99601, 1.68875], [-1.02115, 1.72858, 0.26077], [2.11187, 0.37829, -0.91064], [2.04125, -1.26271, -0.82043]]
}

***

Run two
{
  "formula": "FH5N3P",
  "method": "ωB97M-V/def2-TZVPD",
  "orbital_gap_ev": 10.411,
  "homo_ev": -9.94,
  "elements": ["N", "P", "N", "N", "F", "H", "H", "H", "H", "H"],
  "coordinates": [[-1.51976, -0.06354, -1.25948], [-0.38446, -0.25150, -0.29693], [-0.84775, -0.25173, 1.29948], [1.41612, 0.60153, -0.31629], [0.13319, -1.77374, -0.37089], [-1.33135, -0.00961, -2.27442], [-1.02718, 0.78060, 1.46520], [0.03180, -0.46716, 1.75855], [2.15592, -0.09633, -0.14251], [1.37347, 1.53149, 0.13728]]
}

***

Ranked by calculated energy, most stable first: run two, run one.

***

Run one
{
  "formula": "C10H13ClN2S",
  "method": "ωB97M-V/def2-TZVPD",
  "orbital_gap_ev": 9.170,
  "homo_ev": -8.48,
  "elements": ["C", "C", "S", "C", "N", "C", "N", "C", "C", "C", "C", "C", "C", "Cl", "H", "H", "H", "H", "H", "H", "H", "H", "H", "H", "H", "H", "H"],
  "coordinates": [[1.97986, -1.43363, 3.78516], [0.80700, -0.37887, 3.86440], [0.93380, 0.74153, 2.35178], [-0.27053, -0.01087, 1.29438], [-0.58590, -1.26096, 1.19110], [-1.40538, -1.63867, 0.12622], [-0.67540, 0.95605, 0.42964], [-0.78395, 0.85920, -1.01654], [-1.76651, 1.56974, -1.73912], [-1.99716, 1.47451, -3.04804], [-1.14319, 0.69254, -3.82759], [-0.09667, 0.08592, -3.14911], [-0.04047, 0.03478, -1.79065], [1.53403, -0.72744, -1.32338], [2.97220, -0.89373, 3.84105], [2.07495, -1.92714, 2.70038], [1.87508, -2.24469, 4.52718], [0.89777, 0.27147, 4.74191], [-0.18993, -0.76161, 3.68885], [-1.90102, -2.67053, 0.33606], [-0.93888, -1.83245, -0.91362], [-2.22319, -0.86966, 0.07086], [-0.67518, 1.92036, 0.81007], [-2.54183, 2.13073, -1.12835], [-2.84930, 1.94718, -3.48747], [-1.06750, 0.56696, -4.91048], [0.67850, -0.52843, -3.74728]]
}

***

Run two
{
  "formula": "C10H13ClN2S",
  "method": "ωB97M-V/def2-TZVPD",
  "orbital_gap_ev": 9.631,
  "homo_ev": -8.80,
  "elements": ["C", "C", "S", "C", "N", "C", "N", "C", "C", "C", "C", "C", "C", "Cl", "H", "H", "H", "H", "H", "H", "H", "H", "H", "H", "H", "H", "H"],
  "coordinates": [[-3.47233, 1.39600, 0.60772], [-3.77159, -0.07087, 0.25106], [-2.66385, -0.83232, -0.95475], [-1.13932, -0.90149, 0.03946], [-1.09162, -0.78716, 1.26891], [0.10409, -0.75772, 2.06820], [0.02344, -1.03338, -0.87321], [1.30781, -0.57363, -0.57052], [2.36176, -1.50798, -0.53315], [3.60753, -1.12075, -0.05975], [3.88115, 0.22975, 0.35305], [2.87429, 1.16152, 0.22182], [1.66590, 0.75024, -0.30974], [0.52396, 2.04990, -0.51218], [-3.49272, 1.96254, -0.30237], [-2.50309, 1.56817, 1.08906], [-4.25466, 1.78484, 1.27140], [-4.79694, -0.17897, -0.06752], [-3.61798, -0.64754, 1.17159], [-0.10964, -0.97732, 3.13362], [0.55631, 0.22565, 2.03520], [0.75074, -1.50492, 1.71515], [-0.29394, -0.92680, -1.76636], [2.13708, -2.53258, -0.82941], [4.42025, -1.90464, 0.07208], [4.90396, 0.52457, 0.74767], [2.97647, 2.18926, 0.53405]]
}

***

Run three
{
  "formula": "C10H13ClN2S",
  "method": "ωB97M-V/def2-TZVPD",
  "orbital_gap_ev": 9.208,
  "homo_ev": -8.41,
  "elements": ["Cl", "C", "C", "C", "C", "C", "S", "C", "C", "C", "N", "C", "C", "N", "H", "H", "H", "H", "H", "H", "H", "H", "H", "H", "H", "H", "H"],
  "coordinates": [[1.56756, 0.23122, -3.61393], [2.27912, -0.27198, -2.12831], [3.62662, -0.58555, -2.06988], [4.12915, -0.98025, -0.83467], [3.28907, -1.04273, 0.25814], [1.94700, -0.70264, 0.07338], [0.84688, -0.77449, 1.42810], [-0.73347, -0.25437, 0.63564], [-1.90134, -0.74007, 1.48061], [-3.21366, -0.25995, 0.83848], [-3.26419, 1.17548, 0.65556], [-2.14130, 1.64847, -0.12855], [-0.78117, 1.25637, 0.46976], [1.46028, -0.32508, -1.09971], [4.24883, -0.52242, -2.94625], [5.17324, -1.23622, -0.73489], [3.63597, -1.34345, 1.23296], [-0.73366, -0.73872, -0.34319], [-1.89389, -1.82832, 1.55469], [-1.81588, -0.33026, 2.49080], [-4.06349, -0.56118, 1.45481], [-3.32422, -0.72056, -0.14809], [-3.26118, 1.63361, 1.56308], [-2.21298, 2.73468, -0.21540], [-2.23302, 1.21709, -1.12978], [0.02375, 1.58561, -0.18785], [-0.65402, 1.73570, 1.44449]]
}

***

Ranked by calculated energy, most stable first: run three, run two, run one.

***

Run one
{
  "formula": "CH7N3O",
  "method": "ωB97M-V/def2-TZVPD",
  "orbital_gap_ev": 10.401,
  "homo_ev": -9.47,
  "elements": ["N", "N", "C", "N", "O", "H", "H", "H", "H", "H", "H", "H"],
  "coordinates": [[1.19124, 0.22156, 0.96992], [-0.27110, -0.30704, 0.98478], [-0.69786, -0.43044, -0.37451], [-0.69795, 0.82351, -1.05545], [-0.02050, -1.46156, -1.00287], [1.21831, 1.21501, 1.20121], [1.69055, -0.27349, 1.70345], [-0.82308, 0.41544, 1.44193], [-1.71772, -0.81689, -0.00580], [0.25976, 1.18802, -1.05352], [-1.05195, 0.75162, -2.00012], [0.92029, -1.32574, -0.80902]]
}

***

Run two
{
  "formula": "CH7N3O",
  "method": "ωB97M-V/def2-TZVPD",
  "orbital_gap_ev": [8.181, 8.183],
  "homo_ev": [-8.23, -8.23],
  "elements": ["C", "N", "O", "H", "H", "H", "H", "H", "N", "N", "H", "H"],
  "coordinates": [[0.93804, 0.42966, -0.68288], [0.83586, -0.79556, 0.00983], [1.53399, -0.64882, 1.24502], [1.77809, -1.55145, 1.48616], [-0.37696, -0.81977, 0.38481], [0.08527, 1.12476, -0.32583], [1.89636, 0.92198, -0.52246], [0.75023, 0.25024, -1.74187], [-1.61749, -0.31555, 0.49432], [-1.58072, 0.95296, 0.35473], [-2.10426, 1.28902, -0.47044], [-2.13841, -0.83747, -0.23138]]
}

***

Ranked by calculated energy, most stable first: run one, run two.

***

Run one
{
  "formula": "CH5S3",
  "method": "ωB97M-V/def2-TZVPD",
  "total_charge": -1,
  "orbital_gap_ev": 6.234,
  "homo_ev": -2.63,
  "elements": ["S", "H", "C", "S", "S", "H", "H", "H", "H"],
  "coordinates": [[-3.01067, 0.99435, 0.32209], [-3.56345, 0.93928, -0.87652], [1.77217, -1.13861, 0.09145], [0.87017, 0.33754, 0.90029], [0.06371, 1.76605, -0.46966], [1.53138, -1.07037, -0.99256], [1.16410, -1.90846, 0.51677], [2.80763, -0.92596, 0.31260], [-1.63503, 1.00621, 0.19554]]
}

***

Run two
{
  "formula": "CH5S3",
  "method": "ωB97M-V/def2-TZVPD",
  "total_charge": -1,
  "orbital_gap_ev": 6.431,
  "homo_ev": -2.85,
  "elements": ["S", "H", "C", "S", "S", "H", "H", "H", "H"],
  "coordinates": [[0.36333, -0.62430, -3.49392], [1.53324, -1.08529, -2.98267], [-0.03801, 0.37947, 2.08494], [-0.26128, -0.73302, 0.60093], [-1.06576, 0.76651, -0.75932], [-1.03488, 0.82285, 2.14733], [0.29616, -0.33848, 2.82049], [0.50180, 1.26917, 1.75840], [-0.29462, -0.45693, -2.17618]]
}

***

Ranked by calculated energy, most stable first: run two, run one.